{"formula": "C4H7FO2S", "method": "the ωB97M-V functional and the def2-TZVPD basis", "elements": ["C", "C", "C", "F", "S", "C", "O", "O", "H", "H", "H", "H", "H", "H", "H"], "coordinates": [[-0.09935, 0.75941, 2.51285], [-0.98732, 0.53005, 1.56665], [-0.81092, -0.42027, 0.43926], [-0.13096, -1.55639, 0.78121], [0.22014, 0.48130, -1.07882], [0.88868, -1.00990, -2.04719], [1.42122, 1.19642, -0.74039], [-0.73974, 1.21026, -1.84863], [-0.27749, 1.56538, 3.21828], [0.68990, 0.13419, 2.60529], [-1.72607, 1.26549, 1.31743], [-1.73809, -0.66635, -0.10075], [1.87376, -0.52743, -2.39506], [1.11826, -1.70545, -1.21894], [0.29797, -1.25670, -3.01119]], "forces_ev_per_angstrom": [[-2.4, 1.4, 0.2], [0.3, 0.6, -1.6], [0.7, 0.6, -0.9], [0.1, 0.2, -0.1], [0.5, -1.7, -0.8], [0.7, 2.1, -0.6], [0.0, -0.2, 1.2], [-1.0, 0.0, -0.1], [0.3, -0.1, -0.1], [2.5, -1.7, 0.6], [-0.7, 0.2, 0.3], [0.3, 0.0, 0.2], [-1.4, -0.9, 0.5], [-0.3, -0.3, -1.1], [0.6, 0.0, 2.2]], "orbital_gap_ha": 0.3741, "lumo_ev": 0.32, "e_above_lowest_kcal_mol": 54.8}